{
  "formula": "C78H167N9O30",
  "method": "wB97M-V/def2-TZVPD",
  "gap_ev": 7.5518,
  "max_force_ev_per_a": 6.21,
  "species": ["C", "C", "O", "C", "O", "O", "H", "H", "H", "H", "C", "C", "O", "C", "O", "O", "H", "H", "H", "H", "C", "C", "O", "C", "O", "O", "H", "H", "H", "H", "C", "C", "O", "C", "O", "O", "H", "H", "H", "H", "C", "C", "O", "C", "O", "O", "H", "H", "H", "H", "C", "C", "C", "C", "C", "C", "N", "O", "C", "C", "C", "H", "H", "H", "H", "H", "H", "H", "H", "H", "H", "H", "H", "H", "H", "H", "H", "H", "H", "H", "C", "C", "C", "C", "C", "C", "N", "O", "C", "C", "C", "H", "H", "H", "H", "H", "H", "H", "H", "H", "H", "H", "H", "H", "H", "H", "H", "H", "H", "H", "C", "C", "C", "C", "C", "C", "N", "O", "C", "C", "C", "H", "H", "H", "H", "H", "H", "H", "H", "H", "H", "H", "H", "H", "H", "H", "H", "H", "H", "H", "C", "O", "C", "C", "N", "C", "C", "O", "C", "H", "H", "H", "H", "H", "H", "H", "H", "H", "H", "H", "H", "H", "H", "H", "C", "O", "C", "C", "N", "C", "C", "O", "C", "H", "H", "H", "H", "H", "H", "H", "H", "H", "H", "H", "H", "H", "H", "H", "C", "O", "C", "C", "N", "C", "C", "O", "C", "H", "H", "H", "H", "H", "H", "H", "H", "H", "H", "H", "H", "H", "H", "H", "C", "O", "C", "C", "N", "C", "C", "O", "C", "H", "H", "H", "H", "H", "H", "H", "H", "H", "H", "H", "H", "H", "H", "H", "C", "O", "C", "C", "N", "C", "C", "O", "C", "H", "H", "H", "H", "H", "H", "H", "H", "H", "H", "H", "H", "H", "H", "H", "C", "O", "C", "C", "N", "C", "C", "O", "C", "H", "H", "H", "H", "H", "H", "H", "H", "H", "H", "H", "H", "H", "H", "H"],
  "coordinates": [[-1.4348, -35.3299, -10.9341], [-2.0858, -35.4216, -12.2241], [-2.6090, -34.1389, -12.3152], [-2.1186, -33.2941, -11.3767], [-2.5809, -32.1760, -10.9825], [-1.1360, -33.9911, -10.7241], [-0.5290, -35.9352, -10.8995], [-2.1751, -35.6175, -10.1876], [-2.9738, -36.0480, -12.1389], [-1.4434, -35.7572, -13.0382], [0.1174, -47.0405, -1.2707], [0.9634, -47.4617, -0.1314], [1.3647, -48.7611, -0.5106], [1.4189, -48.6958, -1.8396], [2.0576, -49.4083, -2.5801], [0.8437, -47.6897, -2.3195], [-0.1796, -45.9936, -1.3338], [-0.9129, -47.3960, -1.2837], [0.3628, -47.6407, 0.7604], [1.7516, -46.7439, 0.0956], [-7.7374, -30.0904, -0.4449], [-7.9112, -30.7210, -1.7528], [-7.2510, -29.7899, -2.6175], [-6.4746, -28.9126, -1.9388], [-5.6969, -28.0408, -2.4270], [-6.7156, -29.1533, -0.6981], [-7.3109, -30.8410, 0.2205], [-8.6507, -29.5616, -0.1723], [-8.9647, -30.9337, -1.9347], [-7.2284, -31.5635, -1.8628], [-0.7598, -42.9151, -7.7580], [-0.9931, -43.1351, -6.2540], [-2.0962, -42.3736, -5.9797], [-2.2792, -41.4726, -7.0151], [-2.9478, -40.4969, -7.0250], [-1.3814, -41.7338, -7.9846], [-1.3278, -43.6797, -8.2880], [0.3053, -42.9646, -7.9846], [-0.2086, -42.8108, -5.5703], [-1.2404, -44.1887, -6.1245], [5.0252, -44.0042, 7.2914], [3.8132, -43.2106, 6.7758], [4.3604, -42.3573, 5.8596], [5.6710, -42.5497, 5.8115], [6.4693, -41.7828, 5.2751], [6.0481, -43.6007, 6.6004], [4.8985, -45.0866, 7.3150], [5.2112, -43.7266, 8.3289], [3.2758, -42.6008, 7.5021], [3.0716, -43.9455, 6.4629], [3.7565, -22.6519, -9.2369], [4.8098, -23.6903, -8.6343], [4.6619, -23.6708, -7.0466], [5.3777, -24.8815, -6.3994], [4.5621, -26.1111, -6.7546], [4.5912, -26.3734, -8.3723], [4.3519, -25.0255, -9.0476], [4.0495, -25.1721, -10.4379], [5.8083, -27.0477, -8.8790], [3.2926, -27.1770, -8.5557], [6.2294, -23.2838, -9.0095], [2.6934, -22.6323, -8.9971], [3.8703, -22.6874, -10.3204], [4.1945, -21.7082, -8.9117], [5.1763, -22.7297, -6.8523], [3.6088, -23.6049, -6.7733], [5.3734, -24.9390, -5.3110], [6.4051, -24.9813, -6.7493], [3.6120, -26.0853, -6.2210], [5.1042, -26.9446, -6.3080], [5.3484, -27.6454, -9.6660], [6.5772, -26.3841, -9.2746], [6.3336, -27.6252, -8.1183], [2.5066, -26.5109, -8.1998], [3.0073, -27.3545, -9.5926], [3.3989, -28.1836, -8.1514], [6.9754, -24.0159, -9.3188], [6.7363, -22.7547, -8.2025], [6.3080, -22.5130, -9.7761], [4.6742, -25.8664, -10.6599], [-0.6534, -37.9544, -0.9625], [0.4870, -36.9633, -0.4597], [1.8263, -37.2779, -1.1669], [1.6949, -36.8180, -2.6806], [1.4324, -35.3033, -2.6600], [0.0661, -35.0172, -1.9283], [0.0853, -35.6150, -0.6410], [-0.9258, -35.2218, 0.1266], [0.1597, -33.4155, -1.9229], [-1.1282, -35.4893, -2.9494], [0.7686, -37.2486, 1.0615], [-0.7903, -38.7946, -0.2818], [-0.5392, -38.2019, -2.0178], [-1.5569, -37.3470, -0.9091], [2.7277, -36.7431, -0.8676], [1.9087, -38.3643, -1.1356], [0.9734, -37.4078, -3.2460], [2.7006, -36.9865, -3.0658], [1.3791, -35.0402, -3.7164], [2.2570, -34.6728, -2.3275], [-0.8221, -32.9533, -1.8205], [0.6840, -33.0172, -1.0542], [0.5235, -32.9766, -2.8520], [-1.1854, -36.5381, -3.2406], [-2.0406, -35.4530, -2.3542], [-1.1741, -35.0589, -3.9498], [1.0205, -36.4361, 1.7431], [1.5726, -37.9757, 1.1756], [-0.0959, -37.6967, 1.5512], [-0.4966, -34.9044, 0.9245], [11.9536, -34.2432, -2.6620], [10.7562, -35.2149, -3.0467], [9.4063, -34.4260, -2.9179], [9.0983, -33.5311, -4.1040], [9.2480, -34.2804, -5.4376], [10.5329, -35.1332, -5.6531], [10.8640, -35.7860, -4.4174], [12.0390, -36.5933, -4.5212], [10.1688, -36.2047, -6.7201], [11.6018, -34.1568, -6.1324], [10.7289, -36.4657, -2.1636], [11.6758, -33.6638, -1.7816], [12.2440, -33.6506, -3.5295], [12.8122, -34.7755, -2.2527], [8.5169, -35.0354, -2.7575], [9.5119, -33.8717, -1.9853], [9.7012, -32.6240, -4.0616], [8.0997, -33.0943, -4.1067], [9.0333, -33.7999, -6.3921], [8.4562, -35.0240, -5.3468], [9.7377, -35.7760, -7.6248], [11.1429, -36.6158, -6.9851], [9.4264, -36.9379, -6.4049], [11.5973, -33.8900, -7.1893], [11.4358, -33.1914, -5.6543], [12.6419, -34.3951, -5.9100], [9.9172, -37.1416, -2.4327], [10.3818, -36.1274, -1.1873], [11.6877, -36.9791, -2.0918], [11.9026, -37.3944, -4.0100], [4.3360, -22.0160, 1.8841], [3.8840, -21.8047, 3.2411], [3.1468, -20.6670, 3.5380], [2.2356, -20.7160, 4.7952], [1.3773, -21.9369, 4.8741], [0.1869, -21.9154, 4.0450], [0.5317, -22.6985, 2.7538], [1.0539, -23.9335, 3.0528], [1.2373, -24.7730, 1.8621], [3.5481, -22.1970, 1.1531], [4.9939, -22.8847, 1.9090], [4.8160, -21.2342, 1.2956], [2.7113, -20.2868, 2.6139], [3.8908, -19.9082, 3.7802], [1.6982, -19.7706, 4.8697], [2.8411, -20.9857, 5.6605], [1.8104, -22.5737, 4.2206], [-0.2146, -20.9145, 3.8862], [-0.6539, -22.4215, 4.5192], [1.1179, -22.1129, 2.0457], [-0.4111, -22.8996, 2.2450], [1.9619, -24.3760, 1.1511], [0.2712, -24.9587, 1.3926], [1.5830, -25.7700, 2.1351], [17.3735, -44.2897, -1.3683], [17.3457, -43.7782, -2.6392], [16.0829, -43.6137, -3.2272], [15.1047, -42.6691, -2.5002], [13.7058, -42.7721, -3.1449], [13.1991, -44.1347, -3.0215], [11.6125, -44.1170, -3.2775], [11.1034, -43.1157, -2.4008], [9.7929, -42.6797, -2.6600], [18.4294, -44.1572, -1.1328], [17.1679, -45.3414, -1.1685], [16.8432, -43.7187, -0.6062], [15.6143, -44.5953, -3.2981], [16.2111, -43.0857, -4.1721], [15.4628, -41.6402, -2.5326], [15.0157, -42.8268, -1.4253], [13.0179, -42.2060, -2.6690], [13.5240, -44.5331, -2.0603], [13.8291, -44.7508, -3.6632], [11.2164, -45.1045, -3.0408], [11.4121, -43.6896, -4.2600], [9.7272, -42.2591, -3.6634], [9.4853, -41.9151, -1.9466], [9.0797, -43.4965, -2.7712], [-6.1328, -40.5085, 8.8982], [-5.4353, -40.3294, 7.6692], [-4.8333, -41.5255, 7.3248], [-4.3438, -41.5070, 5.8812], [-3.8693, -42.7607, 5.2953], [-5.0563, -43.5629, 4.9753], [-4.7411, -44.5835, 3.9151], [-4.5318, -43.7738, 2.6958], [-5.7337, -43.2240, 2.1012], [-6.8366, -41.3193, 8.7098], [-6.7778, -39.6706, 9.1628], [-5.3667, -40.8377, 9.6001], [-5.3657, -42.4758, 7.3639], [-3.9773, -41.7220, 7.9703], [-3.4265, -40.9216, 5.9451], [-5.1098, -40.9874, 5.3056], [-3.3211, -42.8004, 4.4480], [-5.9690, -43.0700, 4.6405], [-5.3939, -44.1290, 5.8434], [-5.6089, -45.2101, 3.7091], [-3.8691, -45.1769, 4.1902], [-5.6255, -43.0243, 1.0351], [-5.9706, -42.2308, 2.4829], [-6.6673, -43.7764, 2.2074], [-4.4587, -19.5640, 9.7380], [-4.3591, -20.9565, 9.8960], [-3.0637, -21.4948, 9.8936], [-3.3057, -22.9736, 9.9233], [-2.1373, -23.7529, 10.1655], [-2.3022, -25.1444, 10.0779], [-1.9316, -25.8129, 8.7296], [-2.0094, -27.2887, 8.6565], [-2.3284, -27.9895, 7.3744], [-5.4373, -19.1426, 9.9674], [-4.3009, -19.1870, 8.7275], [-3.7818, -19.0206, 10.3973], [-2.4336, -21.2644, 10.7526], [-2.5335, -21.3045, 8.9605], [-3.7298, -23.2836, 8.9682], [-4.0641, -23.2315, 10.6625], [-1.4284, -23.3216, 9.5897], [-3.2536, -25.5840, 10.3775], [-1.7204, -25.6356, 10.8578], [-0.9162, -25.5788, 8.4099], [-2.5389, -25.3746, 7.9377], [-3.1307, -27.4671, 6.8533], [-2.6771, -29.0170, 7.4785], [-1.5286, -27.9528, 6.6348], [-12.4966, -30.1940, -5.4933], [-12.5722, -30.9180, -6.7826], [-13.5949, -31.8418, -7.0248], [-13.2009, -32.9696, -7.9700], [-12.0305, -33.7302, -7.4930], [-11.3818, -34.4620, -8.6393], [-9.9697, -34.8704, -8.3243], [-8.8581, -34.0312, -8.5794], [-8.7835, -33.2257, -7.4071], [-12.4920, -30.8045, -4.5903], [-13.4897, -29.7697, -5.3455], [-11.6536, -29.5113, -5.6002], [-14.4966, -31.3443, -7.3819], [-13.8901, -32.1823, -6.0323], [-12.9249, -32.4505, -8.8879], [-13.9168, -33.7586, -8.2004], [-11.3795, -33.0944, -7.0548], [-11.5183, -33.9863, -9.6105], [-12.0095, -35.3518, -8.5886], [-9.7159, -35.6357, -9.0578], [-9.9686, -35.2764, -7.3127], [-8.4835, -33.9210, -6.6231], [-9.6291, -32.6049, -7.1111], [-8.0381, -32.4305, -7.4019], [4.5705, -33.8329, 8.1621], [4.8664, -32.8519, 9.1144], [4.1251, -32.8932, 10.3096], [2.7560, -32.1647, 10.1708], [1.7285, -32.5039, 11.1225], [2.0313, -32.0408, 12.4656], [0.9923, -32.2604, 13.5375], [0.1034, -31.2265, 13.8718], [0.9055, -30.1111, 14.4006], [5.1603, -34.7473, 8.2269], [4.9583, -33.4509, 7.2177], [3.5688, -34.2507, 8.0618], [4.7781, -32.5771, 11.1231], [3.8081, -33.9231, 10.4738], [2.1785, -32.3748, 9.2706], [2.8131, -31.0874, 10.3264], [0.9794, -32.0582, 10.6123], [2.0145, -30.9611, 12.3177], [2.9958, -32.4027, 12.8218], [1.5036, -32.6295, 14.4266], [0.4305, -33.1141, 13.1586], [1.9686, -30.2090, 14.6203], [0.4814, -29.8903, 15.3801], [0.6834, -29.2159, 13.8197]],
  "forces_ev_per_a": [[1.16, -1.94, 2.03], [-1.12, -0.94, -0.82], [-1.20, 3.07, -1.25], [-1.73, 3.05, 2.64], [2.35, -5.10, -2.66], [0.06, 1.96, -0.13], [-0.07, 0.09, 0.45], [0.36, -0.29, 0.46], [0.30, -0.47, -0.40], [-0.11, 0.57, -0.32], [-1.63, 0.28, -0.15], [-1.69, 0.08, 2.41], [0.66, -0.04, 0.20], [4.04, -4.00, -1.55], [-0.49, -0.55, 1.21], [-3.09, 4.83, -1.78], [1.55, 0.45, -0.67], [0.07, -1.13, 0.34], [0.11, 0.51, 0.21], [0.46, -0.41, -0.22], [0.36, 0.07, 0.64], [1.40, -0.67, -1.25], [-0.62, 0.87, -2.53], [1.82, 2.39, -3.35], [-3.32, -3.85, 2.03], [1.26, 1.45, 3.64], [-0.65, 0.48, 0.73], [0.24, -0.10, 0.73], [0.31, 0.09, -0.82], [-0.80, -0.74, 0.19], [0.62, -2.44, 1.22], [1.12, -1.63, -0.32], [-2.39, 1.88, -0.68], [1.10, 0.68, 0.87], [-0.72, -0.48, 0.33], [-0.54, 2.09, -0.97], [0.40, -0.33, -0.27], [-0.19, 0.42, -0.40], [0.39, -0.19, -0.27], [0.23, -0.01, 0.47], [-3.59, -1.26, 4.42], [-1.47, -1.69, 2.01], [0.09, 0.51, -1.75], [3.74, 2.79, -0.95], [-2.23, -2.45, 1.01], [3.50, 1.99, -3.97], [-0.11, -0.06, -0.49], [-0.17, -0.10, 0.45], [0.35, -0.09, 0.41], [-0.10, 0.37, -1.13], [2.17, 0.16, -0.01], [-2.37, -1.25, 0.66], [1.32, 0.16, -1.14], [-1.23, 0.14, -0.26], [2.06, -0.46, -1.68], [-2.64, 3.01, 2.50], [-0.84, -0.76, 1.26], [0.65, -0.10, 0.70], [0.53, -0.45, -0.32], [0.29, 0.25, -1.17], [1.22, 1.07, -0.31], [0.24, -0.78, 0.46], [-0.13, 0.02, -0.01], [-0.28, 0.44, -0.11], [-0.28, 0.10, 0.74], [0.07, -0.11, 0.05], [0.26, 0.94, 0.16], [0.08, 0.11, -0.04], [-0.37, 0.13, -0.80], [-0.10, -0.44, -0.11], [1.11, -0.68, -0.30], [-0.25, 0.20, -0.17], [-0.34, -0.49, -0.14], [-0.17, -0.68, 0.52], [0.38, 0.12, -0.36], [-0.33, 0.21, 0.68], [-0.55, -0.62, 0.04], [-0.15, -0.13, 0.49], [-0.55, -0.11, -0.46], [0.20, 0.00, -0.89], [0.40, 1.23, 0.51], [0.56, -1.92, 1.17], [-1.67, 0.46, -2.62], [1.61, 0.12, 1.97], [-1.08, -1.66, -0.78], [1.32, 1.66, -3.90], [3.24, 0.86, -1.80], [-2.64, 0.52, 1.79], [-1.94, -0.55, 0.85], [0.32, -0.53, 1.50], [-0.73, -0.42, 0.22], [0.21, -0.23, -0.40], [0.14, -0.46, 0.27], [-0.23, -0.23, 0.13], [-0.26, -0.18, 0.92], [0.48, 0.03, 0.21], [-0.02, 0.29, 0.00], [-0.08, -0.16, -0.58], [-0.62, 0.41, -0.07], [0.07, -0.42, 0.75], [-0.38, -0.19, 0.07], [0.52, -0.35, -0.13], [0.39, -0.50, 0.02], [0.95, -0.41, 0.43], [-0.39, 0.85, -0.39], [-0.01, 1.05, 0.49], [0.23, 0.56, -0.58], [0.02, -0.04, -0.20], [-0.21, -0.08, -0.12], [-0.22, 0.27, 0.26], [-0.70, -1.07, 0.31], [0.27, 0.07, -1.12], [0.24, -0.31, 0.06], [0.79, 1.26, -1.02], [-0.38, -1.79, 0.84], [-0.90, 0.76, -0.47], [-0.73, -1.00, 1.24], [0.50, 1.02, -0.68], [0.94, 0.63, 0.01], [0.83, 0.95, -0.23], [-0.84, 0.88, 0.99], [-0.31, 0.54, -0.34], [-0.01, 0.17, 0.35], [0.17, -0.38, -0.63], [0.28, -0.73, -0.09], [-0.13, 0.32, -0.10], [0.54, 0.00, -0.09], [-0.29, -0.38, 0.41], [0.13, 0.71, 0.36], [-0.28, -0.30, -0.21], [0.19, 0.46, -0.01], [-0.32, -0.71, -0.21], [0.41, -0.11, 0.49], [-0.38, -0.43, -0.25], [-0.02, 0.10, 0.26], [-0.10, -0.56, 0.13], [0.21, -0.12, -0.58], [0.56, -0.07, 0.50], [-0.13, 0.13, 0.18], [-0.56, -0.06, -0.12], [-0.56, -0.23, 0.10], [0.50, -1.62, -0.89], [0.62, 1.96, -0.06], [0.42, -2.50, -0.62], [-0.44, 0.71, -0.96], [-0.66, -0.28, -0.48], [-2.75, 1.22, -0.87], [1.43, -2.10, -0.72], [-0.39, 0.21, 1.06], [-0.87, -0.61, 0.47], [-0.10, 0.13, 0.10], [0.71, 0.86, 1.11], [-0.86, -0.05, 0.03], [0.10, 0.58, 0.14], [-0.02, -0.15, 0.27], [0.59, 1.26, 0.03], [1.84, -0.74, 1.49], [0.26, 0.20, -0.55], [0.09, -0.37, 0.26], [0.58, 0.08, 0.07], [-0.43, 0.32, -0.39], [-0.11, 0.41, 0.05], [-0.13, 0.41, -0.22], [0.17, 0.27, 0.59], [1.64, 0.24, 1.78], [-0.51, 0.59, -1.20], [-0.93, 0.71, 0.48], [-1.65, 0.29, 0.00], [1.71, -0.09, 0.19], [-0.47, 0.47, -0.31], [2.19, 0.95, 0.79], [0.11, -0.20, 1.06], [-0.03, -0.24, -1.20], [0.09, -0.25, 0.52], [-0.47, -0.35, -0.79], [-0.36, 0.23, -0.16], [0.11, -0.02, -0.48], [0.25, -0.78, -0.34], [-0.06, 0.08, -0.54], [-0.01, -0.67, 0.20], [0.36, 0.45, 0.27], [-0.88, -0.20, 0.79], [-1.07, -0.27, -0.80], [-0.35, 0.03, -0.38], [0.09, -0.88, -0.54], [0.27, 0.57, -0.27], [0.13, -0.36, 0.13], [-0.16, -0.32, 0.82], [-0.11, -0.84, -0.93], [-0.94, 0.37, -0.25], [1.55, -1.89, -0.86], [2.34, 1.46, -0.37], [-2.72, -1.16, 0.78], [0.16, -1.82, 0.80], [-0.99, 1.74, -1.22], [-0.38, -0.89, -0.49], [0.31, 0.58, 0.31], [-0.10, -0.37, 0.42], [0.80, 0.38, 0.05], [-0.46, 0.32, 0.77], [-1.34, 0.27, 0.69], [0.32, 0.09, 0.27], [-0.20, 0.76, -0.48], [-0.02, 0.04, -0.37], [0.20, 1.37, 0.09], [0.15, 0.88, -0.06], [0.07, -0.01, 0.42], [0.07, -0.33, 0.24], [0.18, 0.15, -0.59], [0.64, -0.54, -0.05], [0.21, 0.13, 0.51], [0.27, -0.71, 0.31], [0.20, 0.98, 0.08], [-0.54, 0.81, 0.09], [-0.18, -0.95, -0.20], [-1.30, -1.04, -0.33], [0.36, 1.70, 0.35], [0.94, -3.56, 0.13], [0.18, -0.83, -1.71], [-0.68, -0.43, -0.29], [-0.11, 2.26, 0.45], [-0.35, -0.84, 0.33], [0.48, -0.43, -0.39], [0.34, -0.09, 0.11], [-0.10, 0.66, 0.19], [0.20, 0.61, -0.12], [-0.48, 0.23, -0.38], [-0.02, 0.26, 0.23], [0.66, -0.84, -0.06], [-0.76, 1.00, -0.28], [0.73, -0.01, -0.03], [0.31, 0.28, 0.39], [-0.46, -0.04, -0.11], [-0.36, 0.22, 0.22], [0.36, 0.14, 0.87], [0.58, -0.09, 0.42], [-1.74, -1.22, -1.60], [1.86, 0.72, 0.39], [-1.30, -0.41, 1.78], [1.69, 0.15, 0.29], [0.32, 0.63, -0.53], [-1.15, 0.62, 1.96], [0.43, -1.75, -2.02], [-1.26, 1.95, 1.37], [1.54, 0.66, 0.63], [0.97, -0.77, -0.20], [0.15, 1.13, -0.29], [-0.40, -0.03, 0.22], [-0.07, 0.22, -0.47], [-0.17, -0.82, 0.12], [-0.14, -0.01, -0.52], [-0.80, 0.66, 0.16], [-0.06, 0.18, -0.20], [0.20, 0.28, -0.05], [0.42, -0.56, -0.83], [-0.46, -0.78, 0.30], [0.29, -0.09, 0.13], [-0.26, 0.26, 0.56], [-0.70, -0.64, -0.34], [0.66, -0.38, -0.86], [1.02, -0.66, -1.11], [0.00, 0.29, 0.05], [-1.61, -0.76, -0.71], [0.44, 0.69, 0.57], [-0.01, -2.51, 0.32], [-0.87, 2.08, -0.72], [-0.31, -2.21, -0.20], [2.18, 1.09, -0.01], [-2.13, 0.48, 0.79], [0.47, -0.20, 0.93], [-0.63, 0.28, -0.22], [-0.54, 0.89, 0.23], [-0.28, 0.30, -0.05], [0.25, -0.37, 0.47], [1.25, -0.02, -0.83], [1.00, 0.57, -0.86], [-1.01, 0.09, 1.46], [1.02, 0.68, 0.61], [0.02, 0.02, -0.43], [0.03, 0.12, 0.36], [-0.57, 0.00, 0.26], [0.04, -0.70, -0.78], [-0.17, -0.04, 0.18], [0.40, -0.12, -0.31]],
  "mulliken_charge": [-0.338, -0.217, -0.320, 0.670, -0.549, -0.321, 0.291, 0.269, 0.225, 0.289, -0.341, -0.294, -0.304, 0.702, -0.588, -0.288, 0.335, 0.239, 0.277, 0.262, -0.267, -0.321, -0.322, 0.727, -0.600, -0.328, 0.259, 0.303, 0.274, 0.276, -0.335, -0.298, -0.315, 0.645, -0.495, -0.306, 0.283, 0.294, 0.275, 0.252, -0.258, -0.262, -0.297, 0.650, -0.543, -0.311, 0.288, 0.223, 0.247, 0.261, -1.757, 1.332, -1.261, -0.644, -1.190, 1.045, 0.376, -0.463, -1.491, -1.748, -1.612, 0.337, 0.414, 0.463, 0.539, 0.397, 0.374, 0.305, 0.373, 0.443, 0.560, 0.234, 0.298, 0.484, 0.372, 0.385, 0.272, 0.354, 0.422, 0.388, -1.688, 1.550, -1.181, -0.769, -1.203, 1.220, 0.267, -0.444, -1.778, -1.609, -1.804, 0.467, 0.229, 0.374, 0.377, 0.495, 0.340, 0.360, 0.469, 0.449, 0.420, 0.411, 0.360, 0.332, 0.401, 0.400, 0.385, 0.421, 0.391, 0.358, -1.560, 1.577, -1.113, -0.775, -1.400, 1.548, 0.418, -0.524, -1.841, -1.718, -2.221, 0.370, 0.337, 0.342, 0.350, 0.486, 0.370, 0.427, 0.432, 0.410, 0.375, 0.424, 0.424, 0.392, 0.394, 0.333, 0.402, 0.460, 0.557, 0.325, -0.719, -0.352, -0.579, -0.633, -0.364, -0.698, -0.544, -0.378, -0.704, 0.231, 0.274, 0.351, 0.405, 0.464, 0.379, 0.310, 0.331, 0.310, 0.325, 0.233, 0.541, 0.233, 0.321, 0.264, -0.770, -0.345, -0.295, -0.712, -0.428, -0.719, -0.533, -0.324, -0.780, 0.281, 0.296, 0.315, 0.325, 0.247, 0.345, 0.426, 0.295, 0.398, 0.362, 0.366, 0.368, 0.323, 0.246, 0.315, -0.666, -0.351, -0.443, -0.586, -0.405, -0.332, -0.802, -0.371, -0.761, 0.286, 0.275, 0.281, 0.352, 0.305, 0.380, 0.311, 0.313, 0.292, 0.304, 0.386, 0.362, 0.268, 0.258, 0.343, -0.774, -0.279, -0.486, -0.486, -0.246, -0.831, -0.342, -0.351, -0.716, 0.274, 0.298, 0.308, 0.369, 0.290, 0.242, 0.311, 0.265, 0.338, 0.323, 0.321, 0.298, 0.303, 0.272, 0.298, -0.772, -0.351, -0.637, -0.506, -0.438, -0.552, -0.639, -0.351, -0.579, 0.323, 0.363, 0.241, 0.389, 0.389, 0.306, 0.328, 0.253, 0.405, 0.336, 0.343, 0.414, 0.309, 0.100, 0.325, -0.773, -0.375, -0.675, -0.372, -0.453, -0.266, -0.767, -0.405, -0.842, 0.314, 0.280, 0.330, 0.301, 0.389, 0.344, 0.353, 0.285, 0.357, 0.250, 0.333, 0.441, 0.356, 0.300, 0.297]
}